No. 1
{
  "formula": "C7H11NO",
  "method": "ωB97M-V/def2-TZVPD",
  "species": ["H", "N", "C", "O", "C", "C", "C", "C", "C", "C", "H", "H", "H", "H", "H", "H", "H", "H", "H", "H"],
  "positions_angstrom": [[-1.69, -1.32, -1.69], [-0.84, -1.85, -1.82], [0.22, -1.10, -1.78], [1.23, -1.89, -1.48], [0.38, 0.35, -1.54], [-0.79, 1.25, -1.25], [0.19, 0.96, -0.16], [-0.20, 0.12, 1.02], [0.85, -0.30, 2.01], [-0.19, 0.72, 2.39], [0.47, -2.82, -1.46], [1.22, 0.76, -2.11], [-0.78, 2.23, -1.72], [-1.78, 0.80, -1.16], [0.90, 1.75, 0.08], [-0.99, -0.61, 0.82], [0.77, -1.30, 2.45], [1.87, 0.05, 1.85], [0.13, 1.76, 2.48], [-0.98, 0.43, 3.09]],
  "lumo_energy_ev": 1.0,
  "relative_energy_ev": 3.174,
  "homo_ev": -9.527,
  "smiles": "[H]/N=C(/O)[C@H]1C[C@H]1C1CC1"
}

=====

No. 2
{
  "formula": "C7H11NO",
  "method": "ωB97M-V/def2-TZVPD",
  "species": ["C", "C", "C", "C", "O", "C", "C", "C", "N", "H", "H", "H", "H", "H", "H", "H", "H", "H", "H", "H"],
  "positions_angstrom": [[1.33, -0.63, -1.12], [0.51, 0.45, -0.47], [1.28, 1.70, -0.05], [-0.53, 0.99, -1.50], [-0.49, 2.16, -1.78], [-0.15, -0.19, 0.85], [-1.02, -1.37, 0.48], [-1.86, -1.66, 1.44], [-2.63, -1.77, 2.43], [1.97, -0.35, -1.96], [0.74, -1.43, -1.57], [2.03, -1.04, -0.42], [2.06, 2.01, -0.68], [1.79, 1.55, 0.85], [0.67, 2.59, 0.23], [-1.39, 0.25, -1.62], [-0.75, 0.46, 1.46], [0.69, -0.56, 1.45], [-0.72, -2.01, -0.34], [-3.54, -1.15, 2.35]],
  "lumo_energy_ev": 0.7,
  "relative_energy_ev": 2.991,
  "homo_ev": -8.959,
  "smiles": "CC(C)(C=O)CC=C=N"
}

=====

No. 3
{
  "formula": "C7H11NO",
  "method": "ωB97M-V/def2-TZVPD",
  "species": ["C", "C", "C", "O", "C", "C", "C", "N", "C", "H", "H", "H", "H", "H", "H", "H", "H", "H", "H", "H"],
  "positions_angstrom": [[2.79, 2.04, 0.79], [2.18, 1.02, 0.59], [1.44, -0.22, 0.37], [2.11, -1.25, 0.46], [-0.09, -0.04, 0.21], [-0.41, 0.98, -0.89], [-0.73, 0.33, 1.54], [-0.43, -1.50, -0.16], [-1.40, -1.74, -1.22], [3.35, 2.93, 0.97], [-0.13, 2.00, -0.59], [-1.49, 1.01, -1.10], [0.11, 0.75, -1.82], [-0.53, 1.38, 1.79], [-1.82, 0.20, 1.51], [-0.32, -0.26, 2.36], [0.36, -2.14, -0.32], [-1.70, -2.79, -1.20], [-0.97, -1.54, -2.20], [-2.31, -1.15, -1.09]],
  "lumo_energy_ev": 0.2,
  "relative_energy_ev": 3.118,
  "homo_ev": -8.555,
  "smiles": "C#CC(=O)C(C)(C)NC"
}

=====

No. 4
{
  "formula": "C7H11NO",
  "method": "ωB97M-V/def2-TZVPD",
  "species": ["C", "C", "C", "C", "C", "C", "C", "N", "O", "H", "H", "H", "H", "H", "H", "H", "H", "H", "H", "H"],
  "positions_angstrom": [[1.50, 0.35, 1.81], [2.05, -0.75, 1.34], [0.58, 1.42, -0.18], [-0.20, -0.51, -1.63], [-0.91, -0.60, 0.69], [-1.75, 1.22, -0.75], [-0.56, 0.37, -0.43], [2.41, -1.66, 0.56], [1.34, 1.41, 0.75], [1.62, 0.60, 2.85], [-0.04, 0.21, -2.45], [0.65, -1.06, -1.51], [-0.96, -1.28, -2.01], [-0.32, -1.46, 0.82], [-1.87, -0.83, 0.49], [-0.89, -0.09, 1.64], [-2.67, 0.65, -0.73], [-1.85, 1.94, 0.05], [-1.55, 1.71, -1.64], [3.43, -1.64, 0.34]],
  "lumo_energy_ev": 0.3,
  "relative_energy_ev": 6.375,
  "homo_ev": -7.601
}

=====

No. 5
{
  "formula": "C7H11NO",
  "method": "ωB97M-V/def2-TZVPD",
  "species": ["C", "C", "O", "C", "C", "C", "N", "C", "C", "H", "H", "H", "H", "H", "H", "H", "H", "H", "H", "H"],
  "positions_angstrom": [[0.57, 2.06, 1.06], [0.29, 0.73, 0.35], [0.94, 0.79, -0.94], [0.38, -0.48, -1.46], [0.85, -1.50, -0.40], [0.63, -0.71, 0.87], [-0.86, -0.73, 1.20], [-1.15, 0.21, 0.17], [-1.17, -0.30, -1.23], [1.59, 2.17, 1.24], [0.32, 2.98, 0.51], [0.00, 2.20, 2.02], [0.74, -0.69, -2.46], [0.26, -2.38, -0.45], [1.93, -1.77, -0.55], [1.19, -1.04, 1.79], [-1.33, -1.69, 1.11], [-2.00, 0.88, 0.42], [-1.43, 0.51, -1.92], [-1.76, -1.23, -1.34]],
  "lumo_energy_ev": 1.0,
  "relative_energy_ev": 1.816,
  "homo_ev": -8.913,
  "smiles": "C[C@@]12O[C@H]3C[C@@H]1N[C@@H]2C3"
}

=====

No. 6
{
  "formula": "C7H11NO2",
  "method": "ωB97M-V/def2-TZVPD",
  "species": ["C", "C", "C", "C", "N", "C", "C", "C", "O", "O", "H", "H", "H", "H", "H", "H", "H", "H", "H", "H", "H"],
  "positions_angstrom": [[0.59, -2.37, -0.28], [-0.23, -1.18, -0.15], [-1.64, -1.19, -0.07], [-2.10, 0.11, 0.08], [-1.01, 0.96, 0.15], [-1.15, 2.39, 0.42], [0.11, 0.20, -0.03], [1.52, 0.77, -0.01], [2.18, 0.59, 1.26], [2.17, 0.03, -1.01], [0.96, -2.36, -1.35], [1.27, -2.73, 0.34], [-0.21, -3.13, -0.32], [-2.27, -2.09, -0.17], [-3.01, 0.51, 0.20], [-1.12, 3.02, -0.54], [-2.10, 2.49, 0.93], [-0.32, 2.68, 1.06], [1.61, 1.84, -0.19], [3.06, 0.20, 1.01], [1.70, -0.77, -1.32]],
  "lumo_energy_ev": 0.8,
  "relative_energy_ev": 2.366,
  "homo_ev": -8.000,
  "smiles": "Cc1ccn(C)c1C(O)O"
}

=====

No. 7
{
  "formula": "C7H11NO2",
  "method": "ωB97M-V/def2-TZVPD",
  "species": ["C", "C", "C", "C", "C", "C", "C", "N", "O", "O", "H", "H", "H", "H", "H", "H", "H", "H", "H", "H", "H"],
  "positions_angstrom": [[-2.52, -1.51, -0.20], [-1.06, -1.41, -0.10], [-3.31, -0.41, 0.03], [-0.46, -0.37, 0.50], [1.88, -0.93, -0.39], [0.88, 1.39, -0.35], [0.95, 0.02, 0.40], [-2.61, 0.83, -0.15], [-4.54, -0.37, 0.38], [-3.40, 1.83, 0.12], [-2.92, -2.44, -0.39], [-0.50, -2.21, -0.54], [-0.92, 0.29, 1.15], [1.34, -0.88, -1.32], [1.99, -1.90, 0.06], [2.83, -0.54, -0.57], [1.80, 2.02, -0.12], [0.08, 1.98, 0.30], [0.57, 1.45, -1.35], [1.47, 0.31, 1.35], [-4.34, 1.35, 0.32]],
  "lumo_energy_ev": [-1.0, -1.5],
  "relative_energy_ev": 5.622,
  "homo_ev": [-8.430, -9.015]
}

=====

No. 8
{
  "formula": "C7H11NO2",
  "method": "ωB97M-V/def2-TZVPD",
  "species": ["C", "C", "C", "O", "N", "O", "H", "H", "H", "H", "H", "C", "C", "C", "C", "H", "H", "H", "H", "H", "H"],
  "positions_angstrom": [[-2.10, -0.82, -1.08], [-0.64, 0.79, 0.25], [-1.96, -0.25, 0.22], [-0.46, 1.21, 1.56], [-2.64, -0.44, 1.27], [-0.73, 1.63, -0.65], [-0.34, 2.17, 1.54], [-2.20, -0.02, 2.08], [-2.47, -1.84, -1.13], [-2.45, -0.14, -1.85], [-0.83, -1.03, -1.41], [1.97, 0.55, -0.03], [0.83, -0.40, -0.01], [2.80, 0.73, 0.99], [0.56, -1.11, -1.23], [2.04, 1.18, -0.91], [0.80, -1.01, 0.89], [2.72, 0.14, 1.90], [0.93, -0.66, -2.15], [3.57, 1.49, 0.96], [0.60, -2.19, -1.20]],
  "lumo_energy_ev": [-1.2, -1.2],
  "relative_energy_ev": 5.484,
  "homo_ev": [-8.382, -8.382]
}

=====

No. 9
{
  "formula": "C7H11NO2S",
  "method": "ωB97M-V/def2-TZVPD",
  "species": ["C", "C", "C", "C", "C", "C", "C", "N", "O", "O", "S", "H", "H", "H", "H", "H", "H", "H", "H", "H", "H", "H"],
  "positions_angstrom": [[-1.70, 0.87, 0.21], [-0.42, 0.52, 0.28], [3.37, -3.63, -1.84], [-0.22, -1.44, -1.11], [-2.26, 1.99, 0.87], [0.61, 1.47, 0.81], [-1.11, 2.73, 1.65], [0.16, -0.60, -0.27], [0.26, -4.19, -1.33], [0.12, 2.83, 0.95], [1.04, -2.88, -1.28], [-2.34, 0.12, -0.23], [3.29, -4.03, -2.94], [4.16, -2.85, -1.79], [-1.03, -1.40, -1.98], [-2.70, 2.66, 0.06], [-3.00, 1.78, 1.58], [0.84, 1.16, 1.80], [1.45, 1.52, 0.23], [-1.44, 3.73, 1.80], [-0.78, 2.36, 2.59], [1.68, -2.72, -0.08]],
  "lumo_energy_ev": [-0.9, -1.0],
  "relative_energy_ev": 7.890,
  "homo_ev": [-8.361, -8.513]
}

=====

No. 10
{
  "formula": "C7H11NO3S",
  "method": "ωB97M-V/def2-TZVPD",
  "species": ["C", "C", "C", "C", "C", "C", "C", "N", "O", "O", "O", "S", "H", "H", "H", "H", "H", "H", "H", "H", "H", "H", "H"],
  "positions_angstrom": [[1.09, 1.39, 3.42], [0.17, 0.46, 1.37], [-0.98, 0.30, 0.52], [-1.66, 0.00, -2.45], [1.89, -0.74, -0.79], [-2.07, 1.04, -1.41], [1.72, -1.02, 0.68], [0.29, 1.15, 2.35], [1.91, 2.26, 3.46], [-1.66, -0.66, 0.69], [-1.13, 1.26, -0.40], [1.08, -2.60, 1.18], [0.51, 0.96, 4.26], [-2.34, -0.78, -2.44], [-1.51, 0.30, -3.44], [-0.66, -0.54, -2.14], [1.01, -0.03, -1.02], [1.87, -1.68, -1.17], [2.77, -0.15, -1.11], [-3.08, 0.94, -1.13], [-2.09, 2.08, -1.91], [2.66, -0.91, 1.29], [0.22, -3.03, 0.16]],
  "lumo_energy_ev": [0.0, 0.0],
  "relative_energy_ev": 5.393,
  "homo_ev": [-8.114, -8.114]
}

=====

| no. | electronic energy (eV) |
| --- | --- |
| 1 | -10972.10165 |
| 2 | -10972.28495 |
| 3 | -10972.15792 |
| 4 | -10968.90109 |
| 5 | -10973.45972 |
| 6 | -13020.91543 |
| 7 | -13017.65940 |
| 8 | -13017.79783 |
| 9 | -23849.02798 |
| 10 | -25900.75022 |